No. 1
The following is a DFT calculation (ωB97M-V with the def2-TZVPD basis set) of 2 unconnected molecules or ions with the total composition H5NO.

The geometry in XYZ format:
```
7
Properties=species:S:1:pos:R:3:forces:R:3:lowdin_charge:R:1
N -0.64084 1.33717 -0.06936 -1.2708 -0.8634 0.1108 -0.02
H -0.29054 0.79689 0.73378 -0.0534 0.2049 -0.5325 -0.01
H -1.40601 1.88464 0.34800 0.4488 -0.0006 -0.2309 0.01
H -1.17187 0.65252 -0.66194 0.8444 0.6979 0.6541 0.02
O 1.50292 -1.66944 -0.11655 1.2262 0.1788 2.3216 -0.05
H 0.98166 -1.70926 -0.88597 -1.3480 0.1890 -1.0854 0.00
H 1.02470 -1.29253 0.65204 0.1528 -0.4066 -1.2376 0.04
```
Positions in Å, forces in eV/Å.

Summary:
HOMO-LUMO gap   11.384 eV
SMILES   N.O
Charge   0
Energy   -3618.5149 eV
E_HOMO   -10.667 eV
Relative energy (zero: lowest compared OMol25 entry of this formula, charge and spin)   39.1 kJ/mol

No. 2
The following is a DFT calculation (ωB97M-V with the def2-TZVPD basis set) of 2 unconnected molecules or ions with the total composition H5NO.

The geometry in XYZ format:
```
7
Properties=species:S:1:pos:R:3:forces:R:3:lowdin_spin:R:1
N -0.05175 0.49296 -1.01538 -2.0693 2.1038 1.5285 0.83
H -0.12090 1.25912 -1.64001 -0.0984 0.0780 -3.0347 0.03
H 0.27240 1.08525 -0.26614 1.3265 -1.0340 1.8060 0.02
H -0.95799 0.06008 -0.73410 0.8266 -0.7183 -0.5302 0.03
H 0.25090 -1.21629 0.44295 0.1655 -1.3638 0.2708 0.00
H 0.33697 -1.06178 2.03245 0.1585 -0.4738 -0.1741 0.00
O 0.27038 -0.61936 1.18023 -0.3092 1.4081 0.1337 0.09
```
Positions in Å, forces in eV/Å.

Summary:
HOMO-LUMO gap (alpha / beta)   13.241 / 6.090 eV
Charge   +1
Energy   -3607.7678 eV
2S+1   2
E_HOMO (alpha / beta)   -17.591 / -17.064 eV
Relative energy (zero: lowest compared OMol25 entry of this formula, charge and spin)   65.8 kJ/mol

No. 3
The following is a DFT calculation (ωB97M-V with the def2-TZVPD basis set) of H5NO2P2 in the gas phase.

The geometry in XYZ format:
```
10
Properties=species:S:1:pos:R:3:forces:R:3:lowdin_charge:R:1
O 1.64912 1.33790 -0.26546 -0.4880 -0.4317 -0.0186 -0.30
P 1.68998 -0.24294 -0.69987 -2.3504 -0.1316 -1.5597 0.81
O 1.77371 -0.76436 0.77538 0.9318 -0.6150 0.6304 -0.30
N -0.28639 -0.92568 -0.95106 2.8375 1.8126 2.1259 -0.53
P -1.56207 -0.72556 0.20122 0.4063 -0.8087 -1.0796 0.67
H 1.60074 1.94914 -0.99866 0.0434 0.2565 -0.4288 0.04
H 0.86837 -0.90036 1.02520 -1.0526 -0.4256 1.1121 -0.04
H -0.44940 -1.07069 -1.91865 -0.6696 -0.0373 -0.6110 -0.05
H -1.44185 0.55252 0.76310 0.2895 0.5785 -0.1783 -0.15
H -0.93504 -1.28206 1.34655 0.0520 -0.1978 0.0074 -0.14
```
Positions in Å, forces in eV/Å.

Summary:
HOMO-LUMO gap   9.662 eV
SMILES   OP(O)NP
Charge   0
Energy   -24243.7959 eV
E_HOMO   -8.932 eV
Relative energy (zero: lowest compared OMol25 entry of this formula, charge and spin)   123.0 kJ/mol

No. 4
The following is a DFT calculation (ωB97M-V with the def2-TZVPD basis set) of H5NO2Si in the gas phase.

The geometry in XYZ format:
```
9
Properties=species:S:1:pos:R:3:forces:R:3:lowdin_charge:R:1
N 0.02579 1.21205 0.00661 -0.9736 -1.1626 0.9567 -0.07
Si 0.28922 -0.55299 0.23524 1.4914 2.5344 -0.1409 0.26
O -1.13988 -1.08322 0.75417 1.1987 -1.0539 1.1463 -0.12
O 0.90776 -0.99711 -1.20670 0.1885 -1.8676 1.1009 -0.14
H -0.75381 1.43251 0.62455 0.1380 0.2690 -0.2022 0.01
H 0.52289 2.08054 -0.14732 0.4610 -0.6961 -0.0783 0.02
H 1.28477 -0.97964 1.22718 -0.2258 -0.0563 0.0740 0.00
H -1.89759 -0.81014 0.30590 -1.9797 0.5773 -1.1224 0.03
H 0.76085 -0.30199 -1.79964 -0.2986 1.4556 -1.7342 0.01
```
Positions in Å, forces in eV/Å.

Summary:
HOMO-LUMO gap   10.630 eV
SMILES   N[SiH](O)O
Charge   0
Energy   -13546.9579 eV
E_HOMO   -9.971 eV
Relative energy (zero: lowest compared OMol25 entry of this formula, charge and spin)   25.4 kJ/mol

No. 5
The following is a DFT calculation (ωB97M-V with the def2-TZVPD basis set) of H5NO2Si in the gas phase.

The geometry in XYZ format:
```
9
Properties=species:S:1:pos:R:3:forces:R:3:lowdin_charge:R:1
N -0.01240 -1.47983 -0.20897 -0.4536 -0.8484 -0.6292 -0.09
Si -0.41791 0.10219 0.31780 5.1863 0.1429 -2.0103 0.40
O 1.27626 0.93891 0.05862 -3.4380 -2.0546 -0.9059 -0.26
O -1.42785 0.90710 -0.66883 -0.7230 -0.8100 0.7023 -0.13
H -0.66546 -2.18833 -0.61908 1.0998 1.2124 0.6020 0.05
H 0.97711 -1.63345 -0.47039 -1.1424 0.1492 0.2476 0.04
H -0.46188 0.19744 1.70353 -0.9606 0.2399 1.7016 -0.03
H 1.64607 1.47803 0.73369 0.1266 0.5359 1.0164 -0.02
H -0.91395 1.67793 -0.84637 0.3049 1.4327 -0.7245 0.03
```
Positions in Å, forces in eV/Å.

Summary:
HOMO-LUMO gap   10.791 eV
SMILES   N[SiH](O)O
Charge   0
Energy   -13546.2404 eV
E_HOMO   -10.092 eV
Relative energy (zero: lowest compared OMol25 entry of this formula, charge and spin)   94.6 kJ/mol

No. 6
The following is a DFT calculation (ωB97M-V with the def2-TZVPD basis set) of H5NO2Si in the gas phase.

The geometry in XYZ format:
```
9
Properties=species:S:1:pos:R:3:forces:R:3:lowdin_charge:R:1
N 0.15869 1.16918 -0.47251 -1.0342 1.8420 -0.7566 -0.09
Si 0.34468 -0.19037 0.45857 -4.7719 -2.8022 0.5442 0.42
O -1.50264 -0.96350 0.06501 2.9388 1.5438 0.6211 -0.34
O 1.40428 -1.33739 0.03062 -0.2585 0.9597 2.6271 -0.12
H -0.88717 1.35677 -0.62306 2.5897 0.1202 0.0916 0.08
H 0.82227 1.95983 -0.52292 -1.0828 -0.6596 -0.0472 0.05
H 0.26965 -0.10371 1.97264 0.5535 -0.0298 -0.9853 0.00
H -2.20907 -0.30180 -0.07684 0.7475 -0.4413 0.2319 -0.02
H 1.59932 -1.58902 -0.83152 0.3180 -0.5327 -2.3270 0.03
```
Positions in Å, forces in eV/Å.

Summary:
HOMO-LUMO gap   10.506 eV
SMILES   N[SiH](O)O
Charge   0
Energy   -13545.6918 eV
E_HOMO   -10.002 eV
Relative energy (zero: lowest compared OMol25 entry of this formula, charge and spin)   147.5 kJ/mol

No. 7
The following is a DFT calculation (ωB97M-V with the def2-TZVPD basis set) of H5NOS2Si in the gas phase.

The geometry in XYZ format:
```
10
Properties=species:S:1:pos:R:3:forces:R:3:lowdin_charge:R:1
N 0.19173 1.54852 -0.19579 4.3928 -0.4673 -2.6572 -0.11
Si -0.02837 -0.14719 -0.29157 2.1561 -0.6253 0.6440 -0.06
S -1.12237 -1.06415 -1.87494 1.4121 -0.3977 -1.0072 0.38
O -0.94632 -0.40406 1.07038 0.3792 -0.1658 1.0203 -0.75
S -0.21914 -0.25977 2.65414 -1.1922 1.9977 -1.9118 0.76
H -0.50340 2.22294 -0.12774 -1.5555 1.0968 0.1700 0.00
H 0.99103 1.92120 -0.85803 -2.2156 -0.8693 1.8698 0.09
H 1.54073 -0.94330 -0.34937 -2.5262 1.4719 0.2216 0.03
H 0.06371 -1.38099 -2.61928 -1.6063 0.4944 1.1164 -0.14
H 0.03241 -1.49321 2.59220 0.7556 -2.5354 0.5341 -0.19
```
Positions in Å, forces in eV/Å.

Summary:
HOMO-LUMO gap   9.612 eV
SMILES   N[Si@H](S)OS
Charge   0
Energy   -33167.6258 eV
E_HOMO   -9.455 eV
Relative energy (zero: lowest compared OMol25 entry of this formula, charge and spin)   55.6 kJ/mol

No. 8
The following is a DFT calculation (ωB97M-V with the def2-TZVPD basis set) of 2 unconnected molecules or ions with the total composition H5NOSi.

The geometry in XYZ format:
```
8
Properties=species:S:1:pos:R:3:forces:R:3:lowdin_charge:R:1
N 0.10354 1.39680 -0.95159 4.3224 -0.6281 0.2759 -0.19
Si 1.21856 0.41487 -0.35258 -0.2267 1.2431 -0.9017 0.61
H -0.83416 1.34132 -0.91510 -3.9519 -0.2441 0.2791 -0.12
H 2.56373 0.87280 -0.73731 0.0941 -0.3885 0.3276 -0.09
H 1.11189 -0.85320 0.42079 0.1152 0.1204 -0.0557 -0.08
O -1.69388 -0.83606 0.82130 0.9241 1.1538 -1.1837 -0.09
H -0.81540 -0.71404 0.37121 -1.5520 -0.4761 0.8539 -0.06
H -1.65428 -1.62250 1.34330 0.2748 -0.7805 0.4047 0.02
```
Positions in Å, forces in eV/Å.

Summary:
HOMO-LUMO gap   9.901 eV
SMILES   N=[SiH2].O
Charge   0
Energy   -11494.4240 eV
E_HOMO   -10.063 eV
Relative energy (zero: lowest compared OMol25 entry of this formula, charge and spin)   325.4 kJ/mol

No. 9
The following is a DFT calculation (ωB97M-V with the def2-TZVPD basis set) of H5NP4 in the gas phase.

The geometry in XYZ format:
```
10
Properties=species:S:1:pos:R:3:forces:R:3:lowdin_charge:R:1
N 2.61233 -0.58789 0.98249 -0.7297 1.0200 -1.4552 -0.35
P 0.00072 -0.54397 -0.83867 -2.2897 0.4013 1.1698 0.24
P -3.05574 -0.61632 0.18007 0.0972 -2.0750 -0.7080 0.34
P 1.76143 0.31518 -0.02464 2.8672 -3.6967 -0.2304 0.24
P -1.27999 0.50171 0.45116 1.9850 -0.4256 -0.8672 0.11
H 2.59537 -0.37231 1.95950 -0.2417 0.1597 0.4530 -0.07
H -3.76296 0.41517 -0.28466 -1.3370 1.6797 -0.3523 -0.22
H -2.81804 -1.04170 -1.18988 -0.0429 -0.0961 0.8075 -0.15
H 1.56154 1.59918 0.07328 -0.6179 2.9497 0.6812 -0.10
H 2.38534 0.33096 -1.30865 0.3095 0.0830 0.5016 -0.05
```
Positions in Å, forces in eV/Å.

Summary:
HOMO-LUMO gap   6.814 eV
Charge   0
Energy   -38723.4007 eV
E_HOMO   -8.454 eV
Relative energy (zero: lowest compared OMol25 entry of this formula, charge and spin)   83.6 kJ/mol

No. 10
The following is a DFT calculation (ωB97M-V with the def2-TZVPD basis set) of 2 unconnected molecules or ions with the total composition H5NP4.

The geometry in XYZ format:
```
10
Properties=species:S:1:pos:R:3:forces:R:3:lowdin_spin:R:1
N 0.07971 -0.28457 0.64575 -4.0548 -0.9805 -0.8324 0.53
P -2.08748 0.91831 -0.55915 2.3565 0.2338 0.8664 0.70
P -3.17720 -0.69002 0.05200 -0.8825 -1.6832 2.1230 0.09
P 3.10511 -0.13516 -0.15238 -1.5623 -1.2369 -0.4596 0.18
P 1.10917 0.81654 0.41026 1.8756 3.4646 -0.4491 0.37
H -3.78586 -0.99939 -1.09479 -0.7421 -0.4848 -1.8988 0.02
H -4.46432 -0.49928 0.70421 0.8946 0.6561 -0.0644 0.03
H 2.44596 -1.37638 0.41814 0.9742 1.3554 -0.5257 0.00
H 3.68131 0.28457 1.02722 0.3034 0.0880 0.7690 0.00
H 0.66924 1.99915 -0.47320 0.8375 -1.4125 0.4716 0.06
```
Positions in Å, forces in eV/Å.

Summary:
HOMO-LUMO gap (alpha / beta)   4.770 / 5.664 eV
Charge   0
Energy   -38718.9357 eV
2S+1   3
E_HOMO (alpha / beta)   -6.725 / -8.009 eV
Relative energy (zero: lowest compared OMol25 entry of this formula, charge and spin)   245.9 kJ/mol

Repeat the sixth record exactly.
The following is a DFT calculation (ωB97M-V with the def2-TZVPD basis set) of H5NO2Si in the gas phase.

The geometry in XYZ format:
```
9
Properties=species:S:1:pos:R:3:forces:R:3:lowdin_charge:R:1
N 0.15869 1.16918 -0.47251 -1.0342 1.8420 -0.7566 -0.09
Si 0.34468 -0.19037 0.45857 -4.7719 -2.8022 0.5442 0.42
O -1.50264 -0.96350 0.06501 2.9388 1.5438 0.6211 -0.34
O 1.40428 -1.33739 0.03062 -0.2585 0.9597 2.6271 -0.12
H -0.88717 1.35677 -0.62306 2.5897 0.1202 0.0916 0.08
H 0.82227 1.95983 -0.52292 -1.0828 -0.6596 -0.0472 0.05
H 0.26965 -0.10371 1.97264 0.5535 -0.0298 -0.9853 0.00
H -2.20907 -0.30180 -0.07684 0.7475 -0.4413 0.2319 -0.02
H 1.59932 -1.58902 -0.83152 0.3180 -0.5327 -2.3270 0.03
```
Positions in Å, forces in eV/Å.

Summary:
HOMO-LUMO gap   10.506 eV
SMILES   N[SiH](O)O
Charge   0
Energy   -13545.6918 eV
E_HOMO   -10.002 eV
Relative energy (zero: lowest compared OMol25 entry of this formula, charge and spin)   147.5 kJ/mol